Molecular formula: C16H23NOS
Method: DFT, ωB97M-V with the def2-TZVPD basis set

Output
Energy relative to the best compared isomer or geometry (same formula, charge and spin) (kcal per mole): 1.1
Spin multiplicity: 1
E_LUMO (eV): 0.66
Strongest force on any atom (eV Å⁻¹): 0.72
Total charge: 0
SMILES string: O=C(Cc1ccccc1)NCCSC1CCCCC1
HOMO-LUMO gap (eV): 9.308

Cartesian coordinates (Å):
O  -2.586  -0.319  1.291
C  -2.346  -0.738  0.182
C  -3.257  -0.536  -1.031
C  -4.611  -0.046  -0.607
C  -4.834  1.306  -0.389
C  -6.070  1.755  0.040
C  -7.098  0.854  0.257
C  -6.883  -0.497  0.046
C  -5.645  -0.944  -0.381
N  -1.238  -1.464  -0.107
C  -0.181  -1.653  0.857
C  0.956  -0.657  0.664
S  1.737  -0.912  -0.976
C  3.399  -0.168  -0.762
C  3.328  1.284  -0.312
C  4.734  1.879  -0.273
C  5.632  1.066  0.655
C  5.687  -0.391  0.204
C  4.283  -0.992  0.163
H  -3.337  -1.481  -1.570
H  -2.773  0.196  -1.683
H  -4.031  2.011  -0.551
H  -6.231  2.810  0.207
H  -8.064  1.203  0.592
H  -7.680  -1.205  0.219
H  -5.480  -2.001  -0.538
H  -1.008  -1.669  -1.067
H  0.201  -2.675  0.773
H  -0.625  -1.506  1.845
H  0.574  0.363  0.709
H  1.717  -0.808  1.427
H  3.799  -0.216  -1.780
H  2.694  1.853  -0.996
H  2.888  1.340  0.686
H  4.683  2.914  0.068
H  5.157  1.878  -1.280
H  6.638  1.489  0.663
H  5.240  1.116  1.674
H  6.312  -0.971  0.886
H  6.133  -0.447  -0.791
H  4.322  -2.025  -0.189
H  3.867  -0.995  1.174